DFT (ωB97M-V/def2-TZVPD) results for C21H16N4O3S2Zr as an isolated structure.

Calculated values
* total energy: -2097.53869 a.u.
* strongest force on any atom: 0.95 eV/Å

Geometry as ORCA input:
```
! RIJCOSX wB97M-V def2-TZVPD def2/J DEFGRID3
* xyz 2 1
Zr -0.87699 0.86494 0.20269
C 3.49669 1.76990 -0.60491
C 2.02204 1.75850 -0.47224
N 1.33058 1.01726 0.31461
N 1.89717 0.32140 1.37322
C 0.98876 0.23486 2.30229
O -0.24486 0.75666 2.04677
C 1.20726 -0.42384 3.57492
C 2.43471 -1.04578 3.83097
C 2.63570 -1.67380 5.04345
C 1.62424 -1.68034 5.99925
C 0.40617 -1.06248 5.74864
C 0.19301 -0.43276 4.53544
C 1.16045 2.67941 -1.27088
C 1.64795 3.52194 -2.24443
C 0.76987 4.39841 -2.88039
C -0.56619 4.39830 -2.52937
C -0.99046 3.51192 -1.55393
N -0.15206 2.68328 -0.92475
H 3.94702 1.06948 0.09161
H 3.90292 2.76799 -0.43309
H 3.75213 1.48111 -1.62791
H 3.21331 -1.02946 3.08113
H 3.57994 -2.15739 5.25140
H 1.78978 -2.17037 6.94954
H -0.37096 -1.07020 6.49995
H -0.74939 0.05642 4.33303
H 2.69712 3.50369 -2.50124
H 1.13474 5.07336 -3.64312
H -1.27540 5.06582 -2.99673
H -2.03752 3.47321 -1.26778
O -1.09125 0.38440 -2.05448
S -2.50558 -0.12772 -2.11491
O -3.45420 0.75833 -2.68160
N -2.56985 -0.41513 -0.46596
C -1.99967 -1.65546 -0.33426
S -0.74970 -1.79062 0.74672
C -2.31044 -2.54762 -1.46842
C -2.26699 -3.92408 -1.56110
C -2.55979 -4.49719 -2.79687
C -2.85050 -3.71763 -3.91164
C -2.86260 -2.32608 -3.83758
C -2.59696 -1.78440 -2.59914
H -2.04048 -4.53316 -0.69626
H -2.56303 -5.57432 -2.89318
H -3.07064 -4.19595 -4.85605
H -3.07605 -1.71480 -4.70344
*
```

=====

DFT (ωB97M-V/def2-TZVPD) results for the molecule C21H17BrN6O4S at a distorted geometry.

Calculated values
* relative energy (zero: lowest compared OMol25 entry of this formula, charge and spin): 0.00 kcal/mol
* strongest force on any atom: 4.09 eV/Å

Geometry as ORCA input:
```
! RIJCOSX wB97M-V def2-TZVPD def2/J DEFGRID3
* xyz 0 1
N -2.38023 -4.40457 -7.73005
C -1.94043 -4.09520 -6.44953
C -2.65102 -3.15691 -5.72043
C -2.26684 -2.89669 -4.38104
C -1.19656 -3.62622 -3.78593
O -0.84260 -3.50821 -2.47239
C -1.14644 -2.32930 -1.81055
C -0.66717 -1.09638 -2.28975
C -0.87226 0.07806 -1.53427
C -1.51209 0.02368 -0.28868
N -1.58776 1.20938 0.40592
C -1.10000 1.32041 1.67444
N -1.72204 0.65284 2.62422
C -1.25037 0.82555 3.79782
N -1.96024 0.26436 4.74207
N -0.19712 1.47643 4.14835
C 0.46931 2.10790 3.19624
O 1.63701 2.79669 3.45010
C 2.06022 2.94567 4.80930
C 3.38055 3.71712 4.83523
C 4.41619 3.45387 3.99754
C 5.55280 4.33894 4.15008
Br 7.16944 4.20172 3.15604
C 5.30845 5.29863 5.06019
S 3.72338 5.16675 5.81730
C 0.01451 2.09913 1.89369
N 0.68662 2.77900 0.88505
O 0.00891 3.60282 0.21649
O 1.84870 2.46547 0.66397
C -1.99504 -1.17218 0.16511
C -1.82842 -2.35097 -0.59026
C -0.51855 -4.57183 -4.53752
C -0.90050 -4.80208 -5.86516
H -3.01228 -3.71468 -8.14807
H -1.73144 -4.91194 -8.31365
H -3.46947 -2.53534 -6.10438
H -2.86353 -2.17863 -3.81694
H -0.10923 -1.04574 -3.21187
H -0.46956 1.02325 -1.86466
H -1.32786 2.07396 -0.12535
H -2.64451 -0.34046 4.34673
H -1.37323 -0.06415 5.46977
H 2.24872 1.93953 5.20303
H 1.32366 3.45249 5.33702
H 4.41051 2.64699 3.27504
H 5.98659 6.12687 5.27815
H -2.47096 -1.25896 1.14498
H -2.11374 -3.30925 -0.15347
H 0.29967 -5.12268 -4.10515
H -0.42376 -5.59510 -6.44476
*
```

=====

DFT (ωB97M-V/def2-TZVPD) results for C21H17Cl3N6O2PtS9Sb as an isolated structure at a distorted geometry.

Calculated values
* relative energy (zero: lowest compared OMol25 entry of this formula, charge and spin): 50.78 kcal/mol
* strongest force on any atom: 1.56 eV/Å

Geometry as ORCA input:
```
! RIJCOSX wB97M-V def2-TZVPD def2/J DEFGRID3
* xyz -1 5
Pt 0.43134 -0.54194 -0.30671
O 1.81970 6.69990 -0.52351
C 1.49412 5.54904 -0.60049
S -0.15288 5.00568 -0.91500
C 0.17978 3.27594 -0.96620
C 1.45253 2.87744 -0.73659
S 2.13245 1.31194 -0.79509
S 2.60428 4.18665 -0.40222
S -1.17769 2.22812 -1.35667
S -3.21387 -2.50952 2.87977
Sb -1.55800 -0.85280 2.89978
S 0.20221 -1.92392 1.57961
S -1.40062 1.04128 0.26045
S -0.56441 -1.09026 5.02190
Cl -3.87081 -4.63380 -1.87474
C -2.36917 -5.00553 -1.11960
C -2.09436 -4.53955 0.15303
C -0.87381 -4.83737 0.72589
C 0.08893 -5.59637 0.06762
C 1.39993 -5.87647 0.76709
C 2.64337 -5.39010 -0.02095
N 2.73421 -3.96216 -0.08088
C 3.40141 -3.16221 0.80258
C 3.24267 -1.88299 0.36353
N 2.48071 -1.88903 -0.77242
C 2.19278 -3.15287 -1.00851
O 1.53808 -7.27305 1.00768
C 1.89407 -7.61199 2.33413
C 3.18879 -6.99110 2.77875
C 3.29117 -5.93192 3.63769
Cl 2.02941 -5.07818 4.43286
S 4.93915 -5.45295 3.89030
C 5.48883 -6.68309 2.81463
C 4.46370 -7.41252 2.31181
C -0.24154 -6.09592 -1.18898
Cl 0.82445 -7.15308 -2.05264
C -1.45419 -5.80159 -1.79013
H -2.81034 -3.94670 0.70001
H -0.67109 -4.47138 1.72040
H 1.37895 -5.33406 1.71981
H 2.62095 -5.79883 -1.03296
H 3.53227 -5.77595 0.48753
H 3.91833 -3.56418 1.64864
H 3.59598 -0.95970 0.78199
H 1.60213 -3.50719 -1.83195
H 1.98986 -8.70194 2.33131
H 1.09444 -7.32408 3.02931
H 6.54150 -6.78680 2.64236
H 4.58246 -8.22283 1.61610
H -1.68258 -6.18277 -2.77201
N 3.30930 -0.02571 -5.31586
C 2.72028 -0.36961 -4.14303
N 3.49255 -0.57141 -3.07167
N 1.42682 -0.55628 -4.16154
C 0.69780 -0.82291 -3.14390
N -0.10934 -1.07677 -2.33974
H 4.25335 0.31828 -5.32913
H 2.69863 0.21801 -6.07568
H 4.45184 -0.27185 -3.06206
H 3.06034 -0.84135 -2.18002
*
```

=====

Question: Look up the strongest force on any atom of the second one.
Answer: 4.09 eV/Å